[1]
Molecular formula: C3H4N4
Method: DFT, ωB97M-V with the def2-TZVPD basis set

Summary:
* energy relative to the best compared isomer or geometry (same formula, charge and spin): 144.4 kcal per mole
* E_tot: -335.54316 hartree
* LUMO: -0.78 eV

Structure (ORCA input):
```
! RIJCOSX wB97M-V def2-TZVPD def2/J DEFGRID3
* xyz 0 1
C 0.212 0.399 0.108
C 0.194 -1.007 -0.151
C -1.269 -0.360 -0.025
N -2.004 0.802 -0.078
N -3.240 0.376 -0.093
N -3.296 -0.895 -0.073
N -2.115 -1.423 0.022
H 0.276 1.098 -0.715
H 0.313 0.831 1.091
H 0.361 -1.651 0.704
H 0.456 -1.402 -1.115
*
```

***

[2]
Molecular formula: C3H4N4O
Method: DFT, ωB97M-V with the def2-TZVPD basis set

Summary:
* energy relative to the best compared isomer or geometry (same formula, charge and spin): 95.4 kcal per mole
* E_tot: -410.85124 hartree
* LUMO: 0.45 eV

Structure (ORCA input):
```
! RIJCOSX wB97M-V def2-TZVPD def2/J DEFGRID3
* xyz 0 1
O 2.202 -0.645 -0.496
N 0.968 -0.189 -0.056
C 0.114 -1.263 0.283
N -1.041 -1.086 0.777
C -1.348 0.254 1.067
N -1.258 1.370 0.417
N -0.713 1.259 -0.851
C 0.310 0.552 -1.043
H 2.845 -0.253 0.064
H 0.504 -2.264 0.059
H -1.922 0.405 1.982
H 0.810 0.537 -1.984
*
```

***

[3]
Molecular formula: C3H4N4O
Method: DFT, ωB97M-V with the def2-TZVPD basis set

Summary:
* energy relative to the best compared isomer or geometry (same formula, charge and spin): 94.9 kcal per mole
* E_tot: -410.85210 hartree
* LUMO: 0.41 eV

Structure (ORCA input):
```
! RIJCOSX wB97M-V def2-TZVPD def2/J DEFGRID3
* xyz 0 1
C 0.069 0.805 1.901
C -0.502 -0.505 1.408
N -0.473 -0.447 0.057
N -0.494 -1.475 -0.858
N 0.238 -0.942 -1.856
N 0.566 0.372 -1.679
C 0.184 0.622 -0.419
O 0.522 1.441 0.599
H 0.805 0.647 2.730
H -0.766 1.648 2.170
H -1.685 -0.601 1.524
H 0.108 -1.318 1.803
*
```

***

[4]
Molecular formula: C3H4N4O
Method: DFT, ωB97M-V with the def2-TZVPD basis set

Summary:
* energy relative to the best compared isomer or geometry (same formula, charge and spin): 102.6 kcal per mole
* E_tot: -410.83985 hartree
* LUMO: -0.62 eV

Structure (ORCA input):
```
! RIJCOSX wB97M-V def2-TZVPD def2/J DEFGRID3
* xyz 0 1
N 1.688 -0.475 -1.567
N 1.682 0.209 -0.300
C 0.521 0.292 0.244
C -0.792 -0.153 -0.262
C -1.831 0.043 0.541
N -1.719 0.666 1.800
N -0.643 1.038 2.268
O 0.533 0.804 1.512
H 1.774 -1.475 -1.389
H 2.533 -0.094 -1.973
H -0.861 -0.681 -1.235
H -2.885 -0.175 0.362
*
```

***

[5]
Molecular formula: C3H4N4O
Method: DFT, ωB97M-V with the def2-TZVPD basis set

Summary:
* energy relative to the best compared isomer or geometry (same formula, charge and spin): 153.6 kcal per mole
* E_tot: -410.75845 hartree
* LUMO: -0.30 eV

Structure (ORCA input):
```
! RIJCOSX wB97M-V def2-TZVPD def2/J DEFGRID3
* xyz 0 1
H 0.134 2.371 0.108
N -0.909 2.078 -0.087
C -0.783 0.761 -0.027
N -1.772 -0.105 -0.348
C -1.303 -1.365 -0.241
O -0.030 -1.445 0.282
N 0.341 0.003 0.815
N 1.421 0.414 0.213
C 2.519 -0.153 -0.499
H -1.998 -2.168 -0.546
H 3.317 0.270 -1.186
H 2.616 -1.105 -0.195
*
```

***

[6]
Molecular formula: C3H4N4O
Method: DFT, ωB97M-V with the def2-TZVPD basis set

Summary:
* energy relative to the best compared isomer or geometry (same formula, charge and spin): 163.3 kcal per mole
* E_tot: -410.74308 hartree
* LUMO: -0.80 eV

Structure (ORCA input):
```
! RIJCOSX wB97M-V def2-TZVPD def2/J DEFGRID3
* xyz 0 1
N 2.540 -0.145 -0.087
N 1.578 -1.064 -0.217
C 0.496 -0.457 -0.069
N 0.141 0.844 -0.019
C -1.132 1.072 -0.009
C -2.128 -0.184 -0.137
N -1.685 -1.410 -0.167
O -0.514 -1.463 0.291
H 3.608 -0.142 0.428
H 2.154 0.908 -0.093
H -1.727 1.957 0.352
H -3.329 0.085 -0.274
*
```

***

[7]
Molecular formula: C3H4N4O
Method: DFT, ωB97M-V with the def2-TZVPD basis set

Summary:
* energy relative to the best compared isomer or geometry (same formula, charge and spin): 104.2 kcal per mole
* E_tot: -410.83724 hartree
* LUMO: -0.73 eV

Structure (ORCA input):
```
! RIJCOSX wB97M-V def2-TZVPD def2/J DEFGRID3
* xyz 0 1
H 2.611 1.329 0.087
N 2.357 0.326 0.049
C 1.170 -0.052 -0.054
C 0.786 -1.435 0.146
N -0.494 -1.575 0.052
C -0.985 -0.264 -0.231
N -2.289 -0.226 0.047
H -2.729 0.658 0.291
N -0.002 0.630 -0.492
O -0.384 1.887 0.165
H 1.358 -2.296 0.442
H -0.995 1.638 1.097
*
```

***

[8]
Molecular formula: C3H4N4O
Method: DFT, ωB97M-V with the def2-TZVPD basis set

Summary:
* energy relative to the best compared isomer or geometry (same formula, charge and spin): 172.6 kcal per mole
* E_tot: -410.72824 hartree
* LUMO: -1.33 eV

Structure (ORCA input):
```
! RIJCOSX wB97M-V def2-TZVPD def2/J DEFGRID3
* xyz 0 1
C -0.358 -0.026 -0.251
C 0.771 0.816 -1.941
C 1.509 0.793 -0.674
H -1.698 -0.751 2.997
H 0.479 -1.278 1.622
H -2.430 -0.724 0.301
H 2.502 1.354 -0.381
N -0.947 -1.460 1.796
N -1.318 -0.560 0.637
N -0.527 0.253 -1.490
N 0.940 0.330 0.377
O 1.078 1.253 -2.992
*
```

***

[9]
Molecular formula: C3H4N4O
Method: DFT, ωB97M-V with the def2-TZVPD basis set

Summary:
* energy relative to the best compared isomer or geometry (same formula, charge and spin): 62.6 kcal per mole
* E_tot: -410.90347 hartree
* LUMO: 0.97 eV

Structure (ORCA input):
```
! RIJCOSX wB97M-V def2-TZVPD def2/J DEFGRID3
* xyz 0 1
C 0.255 0.607 0.118
C -0.207 -0.705 0.108
C -1.656 -1.088 -0.016
H 0.497 2.826 0.073
H -1.029 2.199 0.340
H 2.709 -1.368 -0.328
H -2.082 -2.071 0.014
N -0.129 1.918 -0.098
N 1.640 0.386 -0.103
N 1.758 -0.901 0.013
N 0.699 -1.598 -0.017
O -2.455 -0.206 -0.104
*
```

***

[10]
Molecular formula: C3H4N4O
Method: DFT, ωB97M-V with the def2-TZVPD basis set

Summary:
* energy relative to the best compared isomer or geometry (same formula, charge and spin): 70.3 kcal per mole
* E_tot: -410.89127 hartree
* LUMO: -0.04 eV

Structure (ORCA input):
```
! RIJCOSX wB97M-V def2-TZVPD def2/J DEFGRID3
* xyz 0 1
C 1.233 -0.968 -1.275
C 0.996 0.010 -0.488
N -0.088 0.172 0.364
N -0.261 1.322 1.100
N -1.538 1.310 1.522
N -2.207 0.363 0.980
C -1.346 -0.437 0.221
O -1.625 -1.330 -0.530
H 0.605 -1.837 -1.360
H 2.077 -0.973 -1.947
H 1.675 0.855 -0.345
H 0.479 1.513 1.759
*
```

***

[11]
Molecular formula: C3H4N4O
Method: DFT, ωB97M-V with the def2-TZVPD basis set

Summary:
* energy relative to the best compared isomer or geometry (same formula, charge and spin): 160.3 kcal per mole
* E_tot: -410.74785 hartree
* LUMO: -0.05 eV

Structure (ORCA input):
```
! RIJCOSX wB97M-V def2-TZVPD def2/J DEFGRID3
* xyz 0 1
H 0.704 -1.519 1.260
N 0.156 -0.833 1.747
C -0.346 0.107 1.060
C -1.153 1.120 1.821
N -1.876 2.049 2.189
N -0.065 0.800 -0.260
C -0.178 -0.093 -1.635
N 0.370 -1.145 -2.006
O 1.167 -1.280 -0.664
H -0.215 2.000 -0.465
H -0.749 0.494 -2.280
H 2.185 -1.700 -0.767
*
```

***

[12]
Molecular formula: C3H4N4O2
Method: DFT, ωB97M-V with the def2-TZVPD basis set

Summary:
* energy relative to the best compared isomer or geometry (same formula, charge and spin): 89.9 kcal per mole
* E_tot: -486.08383 hartree
* LUMO: -0.51 eV

Structure (ORCA input):
```
! RIJCOSX wB97M-V def2-TZVPD def2/J DEFGRID3
* xyz 0 1
N 0.519 -0.968 2.417
C 0.262 -1.309 1.071
O -0.479 -2.200 0.788
N 0.811 -0.305 0.238
C 0.078 0.056 -0.710
N -1.209 -0.201 -1.207
C -1.339 1.017 -1.872
O -0.192 2.054 -1.931
N 0.759 0.905 -1.577
H 0.483 -1.645 3.146
H 1.079 -0.355 2.820
H -2.232 1.444 -2.275
H 1.460 1.507 -0.906
*
```